# 1
The following is a quantum chemistry calculation of a 2-piece molecular cluster, C5H12S2 overall, from OMol25.

Calculated values
* LUMO energy (alpha / beta): 0.385 / 0.243 eV
* HOMO level (alpha / beta): -8.122 / -7.440 eV

XYZ file:
```
19
Properties=species:S:1:pos:R:3:forces:R:3:nbo_charge:R:1
C -1.858 1.463 0.189 0.826 -2.231 -1.481 -0.69
C -2.257 -1.101 0.198 0.105 1.390 2.193 -0.70
C 1.263 -0.522 -1.051 1.114 0.834 0.904 -0.28
C 2.408 0.040 -0.345 -0.426 2.158 1.355 -0.64
C -1.303 0.043 0.489 0.603 1.119 1.517 -0.02
S 3.890 -0.871 -0.345 0.923 -1.321 2.664 0.03
S -0.434 -0.145 2.086 -0.690 -0.524 -0.796 -0.04
H -1.337 2.210 0.768 -0.127 0.323 -0.086 0.22
H -1.659 1.552 -0.933 -0.601 0.523 1.393 0.23
H -2.942 1.390 0.397 0.411 0.602 -0.114 0.21
H -2.656 -1.426 1.245 0.521 -0.105 -2.029 0.22
H -1.748 -1.845 -0.390 -0.298 -0.660 0.007 0.24
H -3.060 -0.581 -0.324 -0.264 -0.765 -0.310 0.22
H 1.290 -1.566 -0.974 -0.825 -1.375 -0.439 0.18
H 1.011 0.080 -1.853 -1.227 0.302 -1.801 0.18
H 2.617 1.127 -0.449 -0.316 -0.621 -0.623 0.22
H 2.204 0.007 0.709 -0.364 -0.153 1.008 0.23
H 4.204 -0.775 -1.550 0.723 0.257 -3.011 0.09
H 0.367 0.922 2.133 -0.086 0.249 -0.350 0.12
```
Forces are in eV/Å.

# 2
The following is a quantum chemistry calculation of an isolated ion of composition C4H12NSi and charge +1, from OMol25.

Calculated values
* SMILES: C/[SiH]=C\[NH+](C)C
* LUMO energy: -4.210 eV
* total charge: +1
* HOMO level: -13.095 eV

XYZ file:
```
18
Properties=species:S:1:pos:R:3:forces:R:3:nbo_charge:R:1
C 3.130 0.111 1.197 -2.181 -4.143 0.420 -1.22
Si 2.005 0.690 -0.221 -0.693 0.471 1.574 1.36
C 0.271 0.477 -0.643 3.085 -1.640 2.858 -0.77
N -0.901 -0.255 -0.030 1.743 -0.484 -0.811 -0.36
C -1.499 0.571 0.940 -0.486 4.813 0.326 -0.42
C -1.801 -0.722 -1.033 -1.244 -2.631 -1.639 -0.44
H 2.748 0.332 2.274 -0.799 -1.377 -1.686 0.29
H 4.033 0.383 1.562 3.609 2.666 -0.715 0.29
H 3.590 -1.022 1.000 -2.240 2.160 0.865 0.28
H 2.472 2.037 -0.556 -0.147 -0.084 -0.934 -0.13
H 0.072 1.118 -1.436 -1.217 0.903 -1.335 0.24
H -0.724 -1.059 0.529 1.589 -1.261 -0.102 0.44
H -2.540 0.407 1.082 -0.788 -0.503 0.076 0.24
H -0.965 0.552 1.879 0.191 -0.005 0.096 0.23
H -1.353 1.586 0.445 -0.722 -0.760 1.403 0.24
H -2.133 0.037 -1.687 -1.056 1.396 0.053 0.24
H -1.172 -1.227 -1.746 0.171 -0.970 -0.079 0.24
H -2.613 -1.444 -0.661 1.186 1.450 -0.371 0.25
```
Forces are in eV/Å.

# 3
The following is a quantum chemistry calculation of a 7-piece molecular cluster, C40H67N4O19S2 overall, from OMol25.

Calculated values
* LUMO energy: -2.285 eV
* total charge: +1
* HOMO level: -11.064 eV

XYZ file:
```
132
Properties=species:S:1:pos:R:3:forces:R:3:lowdin_charge:R:1
S -1.277 -4.024 5.933 -0.005 -0.097 -0.026 0.74
C -2.428 -2.965 5.023 -0.125 0.187 -0.068 -0.59
C -1.647 -2.233 3.937 0.156 0.367 0.072 -0.30
C -2.548 -1.369 3.030 -0.154 -0.198 0.094 -0.13
C -2.681 -1.824 1.566 0.010 0.019 -0.052 -0.28
N -2.508 -3.276 1.395 -0.500 0.256 -0.043 -0.01
C -3.147 -3.681 0.131 0.065 0.049 0.226 -0.16
C -2.500 -2.897 -1.020 0.067 -0.284 -0.122 -0.08
N -1.331 -2.147 -0.472 -0.028 0.167 -0.377 0.09
C -1.675 -1.139 0.600 -0.013 -0.201 0.169 -0.20
C -0.351 -0.714 1.217 0.346 0.029 -0.302 -0.15
C 0.626 -0.012 0.260 0.057 -0.142 -0.012 -0.18
C 0.055 1.199 -0.496 0.153 -0.041 0.246 -0.20
C 0.958 2.428 -0.385 -0.494 0.337 -0.514 -0.19
C 0.484 3.549 -1.332 0.196 0.009 -0.131 -0.22
C 0.569 4.949 -0.725 -0.140 -0.024 -0.084 -0.26
C -0.635 5.239 0.174 0.273 0.113 0.123 -0.44
S -2.104 5.532 -0.870 -0.055 0.011 -0.021 1.00
C -3.267 4.659 0.077 0.094 0.051 -0.190 -0.73
N -3.817 3.526 -0.185 0.013 -0.248 -0.122 0.05
N -4.698 3.264 0.859 -0.070 -0.255 -0.142 0.05
C -4.598 4.257 1.658 -0.155 -0.036 0.256 -0.19
O -3.716 5.182 1.244 -0.118 0.274 0.294 0.05
H -2.193 -4.595 6.720 0.056 -0.061 0.144 -0.12
H -2.864 -2.229 5.705 -0.001 -0.069 -0.064 0.08
H -3.258 -3.541 4.603 0.172 -0.072 -0.029 0.07
H -0.938 -1.567 4.444 0.039 -0.126 -0.053 0.09
H -1.045 -2.936 3.358 -0.098 -0.027 -0.004 0.09
H -2.199 -0.337 3.062 -0.185 0.036 -0.103 0.10
H -3.558 -1.340 3.449 0.093 -0.059 0.016 0.12
H -3.700 -1.555 1.250 0.136 0.153 -0.116 0.15
H -3.033 -3.725 2.140 0.318 -0.201 0.091 0.12
H -2.982 -4.746 -0.025 -0.084 0.123 0.049 0.11
H -4.224 -3.471 0.155 0.038 -0.099 -0.119 0.13
H -2.099 -3.584 -1.765 -0.083 0.117 0.059 0.11
H -3.162 -2.187 -1.513 0.019 0.093 0.192 0.14
H -0.855 -1.660 -1.230 0.082 -0.025 0.039 0.17
H -0.673 -2.829 -0.088 -0.053 -0.006 0.135 0.19
H -2.173 -0.324 0.071 0.117 0.062 0.092 0.16
H 0.148 -1.616 1.596 -0.139 0.136 0.283 0.13
H -0.527 -0.037 2.051 -0.138 -0.099 0.010 0.10
H 1.056 -0.742 -0.440 -0.010 0.090 0.021 0.11
H 1.477 0.312 0.867 -0.048 -0.055 -0.073 0.10
H -0.931 1.471 -0.097 0.035 -0.012 -0.115 0.11
H -0.084 0.959 -1.557 -0.082 0.037 0.040 0.12
H 1.985 2.174 -0.643 0.024 -0.029 0.284 0.10
H 0.925 2.804 0.645 0.203 -0.194 0.028 0.12
H 1.077 3.535 -2.251 -0.012 -0.096 0.099 0.11
H -0.552 3.357 -1.636 0.037 0.082 0.042 0.09
H 1.486 5.073 -0.142 -0.008 -0.091 -0.039 0.12
H 0.621 5.692 -1.527 -0.037 0.012 0.119 0.11
H -0.474 6.108 0.813 -0.029 -0.031 -0.093 0.08
H -0.857 4.385 0.818 0.051 0.007 -0.038 0.08
H -5.136 4.400 2.583 0.123 0.123 -0.051 0.14
C 6.992 0.759 -1.991 -0.098 -0.030 -0.108 -0.01
C 6.287 1.964 -1.431 -0.027 -0.013 0.051 -0.31
C 5.168 1.700 -0.441 0.046 0.016 -0.007 -0.08
O 4.312 2.839 -0.647 -0.006 -0.098 0.109 0.04
C 4.499 3.273 -1.913 0.057 0.016 -0.039 -0.57
O 3.814 4.082 -2.456 -0.171 -0.036 0.056 0.15
O 5.558 2.664 -2.470 0.104 0.007 -0.030 0.09
H 7.593 1.043 -2.853 0.052 0.025 0.038 0.09
H 7.652 0.332 -1.236 -0.005 -0.016 0.011 0.09
H 6.277 -0.001 -2.307 -0.005 0.005 0.003 0.09
H 7.003 2.674 -1.009 0.011 0.020 -0.035 0.16
H 5.479 1.661 0.598 -0.024 0.068 0.011 0.14
H 4.609 0.795 -0.692 0.029 -0.030 0.029 0.14
C -5.568 5.487 -2.360 0.144 0.040 -0.034 -0.04
C -6.460 5.973 -3.470 -0.035 -0.001 -0.017 -0.32
C -6.482 5.132 -4.732 0.023 -0.011 0.003 -0.10
O -6.772 6.103 -5.739 0.017 -0.066 -0.039 0.06
C -6.329 7.309 -5.301 -0.001 -0.048 0.048 -0.56
O -6.254 8.286 -5.966 0.011 0.066 -0.053 0.18
O -5.984 7.227 -3.993 -0.030 0.021 0.068 0.08
H -5.432 6.273 -1.616 -0.066 -0.005 0.021 0.09
H -6.005 4.616 -1.872 -0.005 -0.019 -0.013 0.09
H -4.585 5.211 -2.747 -0.005 -0.003 -0.007 0.07
H -7.480 6.136 -3.110 0.007 0.018 0.027 0.16
H -7.241 4.355 -4.741 -0.059 0.051 -0.034 0.14
H -5.500 4.698 -4.938 -0.002 -0.041 0.035 0.14
C 5.671 6.056 -4.307 0.042 -0.115 0.022 -0.02
C 6.587 5.996 -5.499 -0.005 0.009 -0.022 -0.32
C 6.068 5.234 -6.703 -0.019 -0.026 0.016 -0.09
O 7.275 4.743 -7.298 -0.051 -0.032 -0.037 0.06
C 8.205 4.628 -6.320 -0.073 0.038 0.022 -0.57
O 9.249 4.079 -6.439 0.073 -0.060 -0.007 0.17
O 7.768 5.227 -5.189 0.036 0.070 0.025 0.08
H 6.219 6.394 -3.428 0.002 0.076 -0.026 0.09
H 4.852 6.751 -4.490 -0.005 0.003 -0.022 0.10
H 5.254 5.075 -4.089 -0.012 0.016 0.004 0.06
H 6.919 6.993 -5.802 0.022 0.008 0.040 0.16
H 5.525 5.842 -7.422 0.075 0.019 -0.048 0.14
H 5.458 4.379 -6.400 -0.049 0.031 0.012 0.14
C 3.282 -7.930 5.568 -0.048 0.123 -0.049 -0.02
C 2.154 -8.183 6.530 -0.016 -0.049 0.001 -0.32
C 0.855 -8.690 5.933 0.021 0.005 -0.026 -0.09
O -0.120 -8.180 6.851 -0.050 -0.006 -0.063 0.06
C 0.394 -7.073 7.434 0.077 -0.069 -0.022 -0.58
O -0.221 -6.319 8.115 -0.113 0.122 -0.019 0.14
O 1.705 -6.951 7.133 0.057 0.003 0.042 0.08
H 4.066 -7.350 6.051 0.025 -0.052 0.031 0.09
H 3.708 -8.876 5.235 -0.005 -0.007 -0.016 0.09
H 2.933 -7.373 4.697 -0.004 0.003 0.005 0.09
H 2.475 -8.841 7.343 0.020 0.018 0.013 0.16
H 0.775 -9.771 5.878 -0.032 -0.006 0.078 0.14
H 0.669 -8.250 4.950 0.026 -0.029 -0.025 0.14
C -4.119 -7.250 -5.425 0.086 0.131 -0.033 -0.01
C -3.828 -7.240 -3.950 -0.077 0.003 0.022 -0.30
C -4.681 -6.322 -3.096 -0.034 -0.075 0.046 -0.07
O -3.786 -6.000 -2.010 -0.086 0.040 -0.198 0.04
C -2.523 -6.114 -2.483 -0.042 0.017 0.022 -0.58
O -1.564 -5.714 -1.892 0.087 0.010 -0.013 0.13
O -2.510 -6.692 -3.685 0.040 -0.118 -0.021 0.11
H -3.310 -7.740 -5.964 -0.024 -0.063 0.014 0.09
H -5.041 -7.798 -5.616 -0.016 0.006 -0.001 0.10
H -4.223 -6.236 -5.812 0.002 0.001 0.005 0.09
H -3.839 -8.253 -3.541 0.040 -0.007 -0.008 0.16
H -5.580 -6.784 -2.700 0.040 -0.023 0.070 0.14
H -4.935 -5.397 -3.619 -0.016 -0.016 -0.034 0.14
C 1.646 1.842 5.103 0.204 0.033 -0.032 -0.01
C 1.721 0.563 4.313 -0.130 -0.079 0.097 -0.33
C 2.192 -0.673 5.055 0.012 0.023 -0.061 -0.07
O 2.774 -1.449 3.993 0.031 -0.066 0.065 0.07
C 3.171 -0.604 3.021 -0.081 0.046 0.074 -0.58
O 3.818 -0.906 2.070 0.038 -0.039 -0.106 0.16
O 2.707 0.643 3.264 -0.039 0.133 -0.057 0.07
H 1.544 2.696 4.434 -0.069 -0.012 -0.011 0.09
H 0.786 1.818 5.771 0.005 -0.014 0.018 0.09
H 2.550 1.985 5.696 0.000 0.003 0.002 0.09
H 0.763 0.355 3.823 -0.023 0.024 0.037 0.13
H 1.403 -1.249 5.531 -0.016 -0.046 -0.054 0.13
H 2.969 -0.434 5.785 0.003 -0.003 0.009 0.14
```
Forces are in eV/Å.